[1]
{"formula": "C9H28KN4O5", "method": "ωB97M-V with the def2-TZVPD basis set", "homo_energy_ev": -12.5727, "total_charge": 1, "orbital_gap_ev": 10.25, "symbols": ["K", "O", "O", "O", "O", "O", "N", "N", "N", "N", "C", "C", "C", "C", "C", "C", "C", "C", "C", "H", "H", "H", "H", "H", "H", "H", "H", "H", "H", "H", "H", "H", "H", "H", "H", "H", "H", "H", "H", "H", "H", "H", "H", "H", "H", "H", "H"], "positions_angstrom": [[-0.210, 0.973, 0.044], [1.793, 1.299, 1.823], [-1.255, 0.392, -2.533], [-1.713, -1.245, 0.751], [2.018, -0.095, -1.411], [-1.314, 3.372, 1.230], [-3.434, 4.194, 1.494], [2.826, 0.393, 3.634], [-1.578, 5.540, 1.801], [3.449, -0.202, 1.488], [3.943, -0.945, -2.675], [-1.335, -2.933, 2.413], [-3.550, -0.231, -2.858], [2.750, -1.272, -1.820], [-2.159, -0.296, -3.430], [-0.677, -2.016, 1.401], [0.069, -2.786, 0.327], [-2.075, 4.308, 1.469], [2.650, 0.557, 2.291], [4.227, -0.735, 1.831], [-1.854, -2.363, 3.181], [-3.915, 0.791, -2.734], [-0.028, -1.285, 1.890], [-2.029, -3.608, 1.909], [-3.924, 3.361, 1.234], [-2.374, -1.856, 0.409], [1.697, 0.329, -2.213], [-2.059, 0.045, -4.459], [-2.186, 6.292, 2.069], [2.308, 0.930, 4.303], [0.983, -3.282, 0.662], [3.414, -0.347, 3.974], [-0.580, 5.620, 1.820], [3.327, -0.042, 0.505], [-3.591, -0.736, -1.893], [-1.873, -1.359, -3.419], [-3.971, 5.024, 1.678], [3.051, -1.767, -0.897], [0.280, -2.186, -0.559], [-0.489, 0.594, -3.079], [2.049, -1.955, -2.306], [4.371, -1.859, -3.087], [-4.272, -0.720, -3.514], [-0.559, -3.616, -0.024], [-0.607, -3.567, 2.926], [4.721, -0.411, -2.129], [3.685, -0.299, -3.520]], "nbo_charge": [0.96, -0.72, -0.75, -0.76, -0.76, -0.72, -0.83, -0.83, -0.84, -0.85, -0.64, -0.63, -0.63, -0.07, -0.07, 0.09, -0.64, 0.79, 0.78, 0.40, 0.23, 0.22, 0.18, 0.21, 0.41, 0.47, 0.46, 0.18, 0.39, 0.42, 0.22, 0.39, 0.42, 0.42, 0.21, 0.16, 0.39, 0.18, 0.21, 0.46, 0.17, 0.23, 0.23, 0.21, 0.22, 0.22, 0.21]}

***

[2]
{"formula": "C29H70AsF9O23SV3", "method": "ωB97M-V with the def2-TZVPD basis set", "homo_energy_ev": -11.1188, "total_charge": 1, "orbital_gap_ev": 5.93, "symbols": ["As", "V", "V", "V", "S", "F", "F", "F", "F", "F", "F", "F", "F", "F", "O", "O", "O", "O", "O", "O", "O", "O", "O", "O", "O", "O", "O", "O", "O", "O", "O", "O", "O", "O", "O", "O", "O", "C", "C", "C", "C", "C", "C", "C", "C", "C", "C", "C", "C", "C", "C", "C", "C", "C", "C", "C", "C", "C", "C", "C", "C", "C", "C", "C", "C", "C", "H", "H", "H", "H", "H", "H", "H", "H", "H", "H", "H", "H", "H", "H", "H", "H", "H", "H", "H", "H", "H", "H", "H", "H", "H", "H", "H", "H", "H", "H", "H", "H", "H", "H", "H", "H", "H", "H", "H", "H", "H", "H", "H", "H", "H", "H", "H", "H", "H", "H", "H", "H", "H", "H", "H", "H", "H", "H", "H", "H", "H", "H", "H", "H", "H", "H", "H", "H", "H", "H"], "positions_angstrom": [[-9.433, -23.988, -10.607], [-4.730, -25.471, -9.917], [-9.341, -27.816, -11.608], [-5.059, -25.065, -15.827], [-6.096, -26.972, -12.864], [-4.051, -28.439, -13.996], [-9.167, -24.709, -8.932], [-11.244, -23.999, -10.347], [-7.636, -23.918, -10.876], [-9.666, -23.436, -12.300], [-9.455, -25.652, -11.224], [-5.361, -29.553, -12.620], [-9.375, -22.357, -9.908], [-6.034, -28.964, -14.671], [-3.661, -27.415, -9.272], [-11.547, -27.494, -10.886], [-10.589, -26.940, -13.259], [-5.301, -26.555, -11.651], [-5.919, -25.999, -13.974], [-0.269, -27.512, -13.337], [-3.761, -24.477, -15.065], [-9.696, -29.011, -17.047], [-9.578, -29.264, -12.142], [-0.913, -29.518, -11.378], [-4.719, -26.569, -16.309], [-6.052, -31.597, -9.142], [-7.516, -27.296, -12.584], [-6.325, -23.218, -14.813], [-5.342, -29.856, -19.893], [-4.890, -24.005, -10.675], [-8.109, -32.205, -16.693], [-8.655, -27.990, -10.160], [-3.680, -32.119, -7.232], [-6.069, -25.791, -9.106], [-7.226, -25.284, -16.406], [-3.376, -31.119, -17.581], [-2.617, -25.354, -10.689], [0.320, -29.377, -12.101], [-1.972, -26.587, -10.772], [-10.351, -28.294, -18.132], [-8.634, -30.989, -16.225], [-6.867, -30.603, -9.715], [-5.027, -32.594, -7.154], [-7.277, -32.896, -15.816], [-11.892, -27.216, -9.505], [-4.442, -30.139, -17.564], [-2.058, -30.677, -17.551], [-12.024, -27.254, -13.205], [-3.970, -27.887, -7.992], [-6.123, -22.407, -13.656], [-0.513, -26.853, -14.614], [-4.511, -29.302, -18.854], [-7.412, -25.951, -17.650], [-2.264, -27.281, -9.463], [-9.514, -30.398, -17.392], [-1.886, -30.275, -11.984], [-12.523, -26.988, -11.805], [0.194, -28.824, -13.532], [-7.688, -23.242, -15.111], [-5.329, -28.601, -13.569], [-4.853, -31.110, -20.324], [-3.288, -31.877, -8.563], [-10.002, -27.144, -14.550], [-2.185, -24.479, -11.720], [-6.095, -31.730, -7.740], [-7.954, -24.040, -16.416], [-5.133, -31.883, -19.608], [-11.170, -28.924, -18.479], [-3.296, -32.831, -9.091], [-10.975, -27.109, -8.926], [-2.414, -27.148, -11.596], [-6.052, -30.755, -7.254], [-7.043, -32.190, -7.462], [-8.249, -23.728, -14.313], [-5.069, -22.484, -13.392], [-3.352, -27.511, -7.177], [-7.622, -33.118, -14.806], [-1.322, -27.309, -15.184], [1.001, -28.795, -11.480], [-10.617, -26.907, -15.419], [-5.305, -31.362, -21.283], [-7.971, -30.245, -15.783], [-8.879, -30.559, -18.263], [-7.063, -25.268, -18.425], [-9.376, -31.283, -15.483], [-6.867, -33.789, -16.287], [-1.120, -24.261, -11.643], [-6.763, -22.671, -12.814], [-1.720, -28.217, -9.335], [0.263, -26.894, -15.378], [-1.351, -31.471, -17.311], [-10.526, -30.773, -17.545], [-1.780, -26.774, -8.627], [1.158, -28.751, -14.036], [0.897, -30.296, -12.201], [-9.111, -26.553, -14.760], [-9.789, -28.142, -19.054], [-10.662, -27.313, -17.771], [-9.711, -28.192, -14.630], [-2.700, -23.523, -11.817], [-3.830, -28.968, -7.957], [-0.929, -26.376, -11.008], [-6.411, -32.259, -15.634], [-0.438, -29.489, -14.121], [-3.777, -31.037, -9.056], [-5.029, -27.765, -7.766], [-7.827, -30.558, -9.201], [-1.750, -30.273, -18.515], [-5.014, -33.604, -7.564], [-1.998, -29.837, -16.858], [-9.030, -24.136, -16.561], [-2.448, -29.650, -12.678], [-12.116, -28.334, -13.314], [-12.620, -26.739, -13.958], [-3.774, -31.105, -20.477], [-2.258, -31.521, -8.591], [-4.996, -28.362, -18.590], [-12.503, -25.912, -11.630], [-2.382, -25.019, -12.646], [-12.512, -27.966, -9.015], [-4.160, -29.395, -16.818], [-5.261, -32.520, -6.092], [-13.491, -27.486, -11.763], [-3.564, -28.996, -19.300], [-6.283, -21.363, -13.926], [-5.363, -30.606, -17.214], [-6.786, -26.827, -17.823], [-12.419, -26.264, -9.437], [-6.415, -29.614, -9.636], [-0.746, -25.797, -14.473], [-2.594, -30.578, -11.212], [-8.037, -22.215, -15.217], [-1.492, -31.195, -12.416], [-8.467, -26.184, -17.799], [-7.626, -23.376, -17.215], [-6.938, -30.927, -10.753]], "mulliken_charge": [1.86, 1.07, 1.33, 1.07, -1.73, -0.10, -0.50, -0.50, -0.52, -0.48, 0.31, -0.04, -0.49, -0.13, 0.21, -0.23, 0.23, 1.07, 0.56, -0.16, -0.61, -0.12, -0.46, -0.18, -0.40, -0.41, 0.20, -0.25, -0.48, -0.56, -0.42, -0.52, -0.40, -0.46, 0.25, -0.34, -0.59, -0.92, 0.18, -0.95, 0.28, -0.54, -0.70, -0.62, -0.79, 0.67, -0.49, -0.70, -0.62, -0.62, -0.76, -0.20, -0.37, -1.31, -0.80, 0.09, -0.66, -0.39, -0.19, -0.21, -0.63, -0.35, -0.89, -0.52, -0.37, -0.90, 0.20, 0.34, 0.42, 0.24, -0.17, 0.28, 0.46, -0.05, 0.16, 0.37, 0.33, 0.15, 0.35, 0.41, 0.30, -0.25, 0.37, 0.45, 0.41, 0.29, 0.38, 0.26, 0.57, 0.43, 0.33, 0.44, 0.56, 0.49, 0.42, -0.01, 0.31, 0.32, 0.39, 0.33, 0.09, 0.64, 0.11, 0.27, -0.16, 0.24, 0.45, 0.28, 0.35, 0.05, 0.39, -0.21, 0.36, 0.38, 0.28, 0.31, -0.22, 0.47, -0.03, 0.26, -0.52, 0.34, 0.35, 0.48, 0.31, 0.22, 0.01, 0.33, 0.07, 0.24, -0.25, 0.64, 0.54, 0.08, 0.58, 0.21]}

***

[3]
{"formula": "C27H68N4O3PS", "method": "ωB97M-V with the def2-TZVPD basis set", "homo_energy_ev": -5.0659, "total_charge": -1, "orbital_gap_ev": 7.22, "symbols": ["S", "P", "O", "O", "O", "N", "N", "N", "N", "C", "C", "C", "C", "C", "C", "C", "C", "C", "C", "C", "C", "C", "C", "C", "C", "C", "C", "C", "C", "C", "C", "C", "C", "C", "C", "C", "H", "H", "H", "H", "H", "H", "H", "H", "H", "H", "H", "H", "H", "H", "H", "H", "H", "H", "H", "H", "H", "H", "H", "H", "H", "H", "H", "H", "H", "H", "H", "H", "H", "H", "H", "H", "H", "H", "H", "H", "H", "H", "H", "H", "H", "H", "H", "H", "H", "H", "H", "H", "H", "H", "H", "H", "H", "H", "H", "H", "H", "H", "H", "H", "H", "H", "H", "H"], "positions_angstrom": [[2.262, 1.769, -4.672], [2.083, -0.179, -5.622], [1.466, 2.751, -5.616], [1.536, 1.837, -3.127], [3.727, 2.291, -4.634], [-9.255, -1.348, -0.983], [7.004, 1.404, 3.746], [-2.476, -3.265, -1.274], [3.306, 3.505, 1.517], [-3.668, -1.162, -0.438], [7.703, 0.464, 4.626], [-8.251, -1.407, 1.368], [4.504, -0.843, -4.061], [-1.105, -2.844, -1.570], [-7.672, -3.337, -1.257], [0.784, 3.074, 1.541], [8.332, -0.768, 3.984], [-8.305, -2.074, -1.831], [0.775, -1.109, -4.586], [5.723, -0.052, 2.078], [5.712, 0.941, 3.237], [2.185, 2.719, 2.035], [-8.660, -0.610, 0.132], [3.749, 3.147, 0.166], [3.086, 5.340, 3.210], [-0.440, -1.874, -0.598], [3.247, 4.951, 1.744], [3.811, -0.987, -5.544], [-2.590, -4.044, -0.038], [-3.936, -4.743, 0.130], [-3.504, -2.248, -1.498], [-10.468, -2.113, -0.684], [-11.588, -1.279, -0.069], [2.852, 3.550, -1.000], [7.888, 2.059, 2.777], [7.250, 3.248, 2.065], [5.131, 1.816, 2.926], [0.600, 2.690, 0.536], [6.431, 2.939, 1.408], [-3.913, -5.388, 1.015], [0.527, -0.546, -3.565], [-3.667, -1.563, 0.579], [4.187, 5.402, 1.399], [-1.825, -4.830, -0.043], [-8.090, -0.722, 2.208], [-10.863, -2.531, -1.620], [3.629, -0.923, -3.266], [-7.313, -1.943, 1.212], [-10.258, -2.964, -0.027], [-4.167, -5.371, -0.736], [-8.410, -4.009, -0.810], [8.258, 1.353, 2.026], [3.767, -2.117, -5.919], [1.966, 2.916, -1.065], [8.928, -0.522, 3.101], [2.186, 2.797, 3.128], [3.871, 4.891, 3.828], [2.445, 5.420, 1.163], [3.158, 6.428, 3.317], [4.727, -0.095, 1.624], [-0.831, -0.861, -0.708], [-1.065, -2.413, -2.578], [7.024, 0.138, 5.423], [-11.328, -0.922, 0.932], [8.769, 2.443, 3.306], [4.481, -0.427, -6.355], [2.364, 1.653, 1.843], [-12.494, -1.887, 0.029], [5.083, 0.179, -3.905], [9.002, -1.255, 4.703], [-6.910, -3.104, -0.511], [-9.368, 0.164, 0.449], [5.309, -1.696, -3.933], [7.996, 3.751, 1.440], [-9.016, -2.124, 1.679], [6.425, 0.231, 1.289], [-4.470, -2.754, -1.614], [2.113, 5.038, 3.609], [-2.398, -3.428, 0.848], [-7.789, -0.045, -0.225], [6.866, 3.980, 2.783], [0.599, 4.152, 1.542], [5.127, 0.511, 4.061], [1.042, -2.216, -4.318], [0.038, 2.617, 2.199], [-11.831, -0.416, -0.697], [-2.888, -0.402, -0.514], [3.398, 3.428, -1.942], [-0.479, -3.745, -1.629], [-8.822, -2.347, -2.761], [7.579, -1.507, 3.706], [0.635, -1.822, -0.808], [-7.171, -3.893, -2.058], [-4.626, -0.650, -0.584], [5.963, -1.062, 2.412], [-0.248, -1.103, -5.200], [8.497, 1.016, 5.147], [4.737, 3.598, 0.004], [-3.338, -1.766, -2.471], [-4.753, -4.028, 0.271], [-7.506, -1.393, -2.148], [3.927, 2.065, 0.116], [-0.551, -2.184, 0.445], [2.535, 4.595, -0.942]], "mulliken_charge": [0.98, -0.03, -0.70, -0.62, -0.65, 0.12, 0.13, 0.18, 0.90, -0.94, -0.68, -0.79, -0.66, -0.70, -0.54, -1.31, -0.96, -0.79, -0.76, -1.13, -0.25, -0.62, -0.70, -0.50, -1.45, -1.02, -0.47, -0.55, -0.40, -1.09, -0.51, -0.32, -1.42, -1.03, -0.42, -1.09, -0.04, 0.26, 0.01, 0.47, 0.15, 0.24, 0.43, 0.45, 0.38, 0.42, 0.09, 0.10, 0.26, 0.32, 0.37, 0.26, 0.34, 0.12, 0.27, 0.53, 0.24, 0.31, 0.45, 0.40, 0.16, 0.37, 0.34, 0.29, 0.45, 0.27, 0.23, 0.43, 0.23, 0.40, -0.23, 0.37, 0.30, 0.48, 0.25, 0.23, 0.23, 0.31, 0.27, 0.33, 0.28, 0.24, 0.30, 0.30, 0.40, 0.33, 0.32, 0.33, 0.33, 0.36, 0.22, 0.42, 0.43, 0.31, 0.34, 0.32, 0.42, 0.32, 0.29, -0.04, 0.38, 0.13, 0.35, 0.21]}